[1]
Formula: C4H15N2O
Source: the Open Molecules 2025 dataset
Level of theory: ωB97M-V with the def2-TZVPD basis set

## Properties
charge = +1
relative energy (zero: lowest compared OMol25 entry of this formula, charge and spin) = 182.5 kJ/mol

Each line ends with the Mulliken charge.
Positions of all 22 atoms, in Å:
C1 -0.541 -1.266 -0.490  -0.468
N1 -0.018 -2.616 -0.231  -0.599
C2 0.617 -0.171 -0.643  -0.111
N2 1.959 -0.628 -0.177  -0.322
C3 0.991 2.278 0.037  -1.365
C4 0.069 1.067 0.035  -0.377
H1 -1.333 -0.959 0.178  0.370
H2 -1.097 -1.181 -1.466  0.303
H3 -0.613 -3.186 0.288  0.224
H4 0.171 -3.109 -1.080  0.218
H5 0.865 -0.104 -1.761  0.273
H6 1.759 -1.088 0.853  0.416
H7 2.365 -1.464 -0.546  0.356
H8 2.601 0.184 -0.141  0.352
H9 0.417 3.244 0.081  0.344
H10 1.724 2.311 -0.738  0.369
H11 1.665 2.348 0.971  0.341
H12 -0.304 0.813 1.063  0.345
H13 -0.854 1.483 -0.452  0.324
H14 -3.904 0.838 0.760  0.319
H15 -3.373 0.780 2.169  0.312
O1 -3.164 0.426 1.290  -0.626

[2]
Formula: C4H15N2O
Source: the Open Molecules 2025 dataset
Level of theory: ωB97M-V with the def2-TZVPD basis set

## Properties
charge = +1
relative energy (zero: lowest compared OMol25 entry of this formula, charge and spin) = 222.3 kJ/mol

Each line ends with the Mulliken charge.
Positions of all 22 atoms, in Å:
C1 0.539 0.670 -0.550  -0.600
C2 0.020 0.352 0.735  -0.659
C3 -1.473 0.160 0.443  -0.287
C4 -2.085 -0.710 1.503  -0.666
N1 -3.490 -1.163 1.204  -0.644
N2 2.149 1.023 -0.432  -0.372
H1 0.201 1.586 -1.022  0.339
H2 0.541 -0.110 -1.328  0.326
H3 0.425 -0.570 1.210  0.472
H4 0.096 0.984 1.688  0.355
H5 -1.547 -0.428 -0.532  0.261
H6 -1.934 1.231 0.437  0.292
H7 -1.455 -1.589 1.537  0.345
H8 -2.110 -0.285 2.616  0.275
H9 -3.717 -1.887 1.898  0.250
H10 -4.223 -0.421 1.303  0.234
H11 2.679 0.441 -1.211  0.347
H12 2.186 1.981 -0.596  0.352
H13 2.422 0.864 0.595  0.383
H14 3.621 -0.467 -3.303  0.323
H15 3.951 -0.743 -1.905  0.332
O1 3.281 -0.305 -2.447  -0.659

[3]
Formula: C4H15N2O
Source: the Open Molecules 2025 dataset
Level of theory: ωB97M-V with the def2-TZVPD basis set

## Properties
charge = +1
relative energy (zero: lowest compared OMol25 entry of this formula, charge and spin) = 111.8 kJ/mol

Each line ends with the Mulliken charge.
Positions of all 22 atoms, in Å:
C1 0.863 1.481 -0.231  -0.412
N1 0.082 2.687 0.038  -0.560
C2 0.015 0.257 0.077  -0.784
N2 -1.272 0.365 -0.687  -0.071
C3 -1.327 -0.218 -2.066  -0.313
C4 -2.156 -1.523 -2.075  -1.126
H1 1.798 1.343 0.316  0.370
H2 1.189 1.459 -1.257  0.335
H3 0.409 3.174 0.859  0.226
H4 0.107 3.313 -0.755  0.220
H5 -0.214 0.103 1.135  0.380
H6 0.544 -0.657 -0.217  0.324
H7 -1.460 1.379 -0.650  0.390
H8 -2.004 -0.038 -0.105  0.367
H9 -1.820 0.511 -2.688  0.402
H10 -0.327 -0.510 -2.362  0.250
H11 -1.526 -2.398 -1.967  0.333
H12 -2.675 -1.635 -3.022  0.355
H13 -2.908 -1.557 -1.282  0.315
H14 2.769 -1.893 4.227  0.304
H15 3.644 -2.840 4.981  0.331
O1 3.292 -2.689 4.097  -0.634

[4]
Formula: C4H15N2O
Source: the Open Molecules 2025 dataset
Level of theory: ωB97M-V with the def2-TZVPD basis set

## Properties
charge = +1
relative energy (zero: lowest compared OMol25 entry of this formula, charge and spin) = 217.4 kJ/mol

Each line ends with the Mulliken charge.
Positions of all 22 atoms, in Å:
C1 -1.425 0.829 -1.658  -1.608
C2 -0.258 0.383 -0.880  0.556
C3 0.546 -0.790 -1.319  -0.901
C4 1.981 -0.692 -0.778  -0.715
N1 1.847 -0.421 0.615  -0.545
N2 -0.936 -0.009 0.562  -0.359
H1 -1.953 0.021 -2.112  0.381
H2 -2.212 1.355 -1.129  0.432
H3 -1.219 1.529 -2.496  0.346
H4 0.531 1.318 -0.703  0.278
H5 0.548 -0.981 -2.403  0.412
H6 -0.097 -1.633 -1.286  0.476
H7 2.408 -1.727 -0.920  0.359
H8 2.529 0.058 -1.418  0.293
H9 2.580 -0.800 1.230  0.257
H10 2.029 0.590 0.646  0.268
H11 -1.823 0.382 0.730  0.312
H12 -0.996 -1.094 0.659  0.361
H13 -0.356 0.399 1.208  0.386
H14 -0.670 -0.100 3.812  0.298
H15 -1.754 0.925 4.199  0.324
O1 -1.299 0.460 3.439  -0.611

[5]
Formula: C4H15N2O2
Source: the Open Molecules 2025 dataset
Level of theory: ωB97M-V with the def2-TZVPD basis set

## Properties
charge = +1
relative energy (zero: lowest compared OMol25 entry of this formula, charge and spin) = 453.4 kJ/mol

Each line ends with the Mulliken charge.
Positions of all 23 atoms, in Å:
C1 -0.402 2.061 1.538  -0.609
C2 -0.908 0.503 1.429  -0.542
C3 -0.800 0.078 0.063  -0.457
C4 0.489 -0.268 -0.634  -0.508
N1 1.281 -1.386 -0.112  -0.567
N2 -0.841 2.963 0.488  -0.501
H1 0.691 2.058 1.516  0.353
H2 -0.715 2.403 2.514  0.398
H3 -1.970 0.520 1.694  0.361
H4 -0.430 -0.057 2.233  0.358
H5 -1.645 0.131 -0.625  0.800
H6 1.189 0.585 -0.650  0.374
H7 0.183 -0.567 -1.636  0.404
H8 1.289 -1.571 0.876  0.220
H9 0.947 -2.229 -0.565  0.363
H10 -1.749 3.333 0.746  0.279
H11 -0.914 2.593 -0.445  0.260
H12 3.507 -1.045 -3.037  0.308
H13 3.023 -1.430 -1.620  0.298
O1 2.740 -1.072 -2.444  -0.617
H14 -1.338 -1.847 -0.220  0.293
H15 -2.256 -2.973 -0.721  0.328
O2 -1.371 -2.784 -0.391  -0.597

[6]
Formula: C4H15N2O2
Source: the Open Molecules 2025 dataset
Level of theory: ωB97M-V with the def2-TZVPD basis set

## Properties
charge = +1
relative energy (zero: lowest compared OMol25 entry of this formula, charge and spin) = 820.2 kJ/mol

Each line ends with the Mulliken charge.
Positions of all 23 atoms, in Å:
C1 0.564 -1.168 1.691  -0.397
O1 -0.273 -1.686 0.652  -0.406
C2 1.158 0.143 1.061  0.184
C3 2.197 -0.241 0.007  -0.632
C4 2.593 0.934 -0.866  -0.584
N1 3.523 0.508 -1.924  -0.522
N2 0.105 0.807 0.376  -0.363
H1 1.353 -1.907 1.966  0.370
H2 -0.008 -0.893 2.578  0.310
H3 -0.508 -0.784 0.244  0.416
H4 1.725 0.697 1.859  0.427
H5 1.777 -1.054 -0.675  0.287
H6 3.136 -0.736 0.472  0.390
H7 3.026 1.760 -0.244  0.277
H8 1.654 1.330 -1.303  0.433
H9 -2.609 0.419 -0.696  -0.224
H10 3.505 1.143 -2.730  0.260
H11 4.498 0.345 -1.564  0.250
H12 -3.236 0.113 -1.000  0.220
H13 -0.367 1.583 0.919  0.303
H14 -7.949 -0.393 -0.627  0.321
H15 -8.160 1.082 -0.560  0.306
O2 -7.515 0.446 -0.547  -0.627

[7]
Formula: C4H15N2O2
Source: the Open Molecules 2025 dataset
Level of theory: ωB97M-V with the def2-TZVPD basis set

## Properties
charge = +1
relative energy (zero: lowest compared OMol25 entry of this formula, charge and spin) = 91.3 kJ/mol

Each line ends with the Mulliken charge.
Positions of all 23 atoms, in Å:
C1 -1.241 -1.229 -0.049  -0.735
O1 -1.617 -1.733 1.243  -0.562
C2 -1.113 0.274 0.038  0.052
C3 -0.824 1.120 -1.199  -0.782
C4 0.410 0.585 -1.985  -0.655
N1 1.596 0.694 -1.116  -0.570
N2 -0.150 0.518 1.177  -0.202
H1 -0.243 -1.664 -0.113  0.333
H2 -1.873 -1.662 -0.817  0.379
H3 -2.567 -1.796 1.384  0.346
H4 -2.033 0.707 0.444  0.345
H5 -1.673 1.077 -1.856  0.399
H6 -0.515 2.094 -0.825  0.330
H7 0.274 -0.443 -2.322  0.378
H8 0.341 1.195 -2.891  0.369
H9 2.186 -0.118 -1.268  0.224
H10 2.170 1.464 -1.430  0.231
H11 0.819 0.448 0.836  0.391
H12 -0.377 -0.203 1.864  0.392
H13 -0.206 1.465 1.544  0.337
H14 2.649 -0.256 2.651  0.288
H15 2.028 -1.739 2.430  0.295
O2 1.958 -0.797 2.258  -0.583

[8]
Formula: C4H15N2O2
Source: the Open Molecules 2025 dataset
Level of theory: ωB97M-V with the def2-TZVPD basis set

## Properties
charge = +1
relative energy (zero: lowest compared OMol25 entry of this formula, charge and spin) = 273.9 kJ/mol

Each line ends with the Mulliken charge.
Positions of all 23 atoms, in Å:
C1 0.786 0.877 3.537  -1.208
C2 1.415 0.204 2.242  -0.907
C3 0.583 0.613 1.031  0.824
C4 -0.364 -0.238 0.517  -0.744
N1 -1.022 -0.192 -0.692  -0.168
N2 0.944 1.786 0.533  -0.414
H1 -0.242 0.831 3.521  0.385
H2 1.091 1.872 3.571  0.364
H3 0.706 0.267 4.434  0.364
H4 1.570 -0.829 2.428  0.401
H5 2.481 0.548 2.187  0.357
H6 -0.524 -1.108 1.127  0.342
H7 -1.057 0.578 -1.347  0.363
H8 -0.793 -1.093 -1.270  0.288
H9 -1.985 -0.396 -0.538  0.391
H10 0.436 2.229 -0.189  0.153
H11 1.918 2.018 0.781  0.234
H12 -1.200 -3.082 -1.989  0.289
H13 0.061 -2.955 -2.647  0.268
O1 -0.438 -2.569 -2.030  -0.600
H14 -0.599 0.230 -4.289  0.320
H15 -2.066 -0.115 -3.779  0.278
O2 -1.282 0.209 -3.577  -0.581

[9]
Formula: C4H15N2O2
Source: the Open Molecules 2025 dataset
Level of theory: ωB97M-V with the def2-TZVPD basis set

## Properties
charge = +1
relative energy (zero: lowest compared OMol25 entry of this formula, charge and spin) = 173.2 kJ/mol

Each line ends with the Mulliken charge.
Positions of all 23 atoms, in Å:
C1 -0.647 2.248 0.006  -0.938
C2 -1.853 1.260 0.507  -0.529
C3 -1.602 -0.205 0.210  -0.185
N1 0.555 -1.550 -1.620  -0.182
C4 -0.542 -0.900 -1.979  0.161
N2 -1.628 -0.398 -1.306  -0.107
H1 -0.883 2.499 -1.059  0.266
H2 -0.463 3.211 0.415  0.406
H3 0.389 1.738 0.073  0.167
H4 -2.857 1.743 0.370  0.383
H5 -1.867 1.267 1.699  0.277
H6 -2.409 -0.693 0.768  0.270
H7 -0.657 -0.596 0.595  0.022
H8 1.270 -1.842 -2.250  0.264
H9 0.729 -1.682 -0.604  0.125
H10 -0.547 -0.742 -3.088  0.347
H11 -2.528 -0.309 -1.736  0.282
H12 3.133 1.774 1.987  0.283
H13 3.374 0.520 1.294  0.279
O1 2.847 0.917 1.875  -0.581
H14 1.752 -2.116 2.116  0.336
H15 1.625 -0.704 1.833  0.322
O2 1.567 -1.523 1.325  -0.668

[10]
Formula: C4H15N2O2
Source: the Open Molecules 2025 dataset
Level of theory: ωB97M-V with the def2-TZVPD basis set

## Properties
charge = +1
relative energy (zero: lowest compared OMol25 entry of this formula, charge and spin) = 110.6 kJ/mol

Each line ends with the Mulliken charge.
Positions of all 23 atoms, in Å:
N1 -1.076 -0.415 -1.478  -0.323
C1 -1.213 0.241 -0.103  0.169
C2 0.054 0.952 0.274  0.072
C3 0.225 2.324 -0.309  -1.461
O1 1.122 0.097 -0.171  -0.599
C4 -1.529 -0.966 0.772  -0.984
N2 -2.748 -1.644 0.394  -0.575
H1 -0.166 -0.866 -1.558  0.323
H2 -1.840 -1.113 -1.488  0.388
H3 -1.184 0.312 -2.195  0.355
H4 -1.970 1.023 -0.250  0.520
H5 0.259 1.000 1.353  0.381
H6 -0.523 3.044 0.041  0.373
H7 1.178 2.843 -0.086  0.395
H8 0.169 2.341 -1.419  0.310
H9 2.017 0.434 -0.024  0.319
H10 -1.340 -0.802 1.829  0.447
H11 -0.765 -1.812 0.615  0.380
H12 -3.573 -1.100 0.721  0.236
H13 -2.803 -2.539 0.901  0.271
H14 4.074 -1.148 0.151  0.320
H15 4.546 -0.627 1.518  0.326
O2 4.301 -0.348 0.632  -0.641

[11]
Formula: C4H15N2OS
Source: the Open Molecules 2025 dataset
Level of theory: ωB97M-V with the def2-TZVPD basis set

## Properties
charge = +1
relative energy (zero: lowest compared OMol25 entry of this formula, charge and spin) = 58.1 kJ/mol

Each line ends with the Mulliken charge.
Positions of all 23 atoms, in Å:
N1 -1.273 0.005 -0.384  -0.221
C1 -0.102 -0.824 -0.709  -0.010
C2 1.201 0.022 -0.836  -0.769
S1 0.894 1.349 -2.059  -0.226
C3 0.085 -2.005 0.266  -0.741
N2 -0.426 -1.726 1.602  -0.332
C4 0.569 -1.199 2.539  -0.846
H1 -1.342 0.816 -1.008  0.331
H2 -1.321 0.418 0.564  0.361
H3 -2.231 -0.363 -0.310  0.373
H4 -0.236 -1.244 -1.700  0.288
H5 1.360 0.556 0.113  0.214
H6 1.999 -0.640 -1.148  0.476
H7 1.539 0.815 -3.109  0.176
H8 -0.408 -2.883 -0.159  0.477
H9 1.153 -2.235 0.330  0.301
H10 -0.902 -2.526 1.989  0.256
H11 0.106 -1.020 3.502  0.329
H12 0.941 -0.242 2.143  0.227
H13 1.381 -1.904 2.724  0.340
H14 -1.366 3.306 0.823  0.321
H15 -2.280 2.546 1.757  0.322
O1 -1.455 2.449 1.262  -0.648

Respective highest occupied orbital energy values: -13.70; -11.90; -13.64; -13.82; -13.99; -13.33; -13.73; -11.85; -14.64; -14.17; -12.86 eV.
Respective F_max values: 0.111; 0.096; 0.029; 0.085; 0.046; 0.084; 0.056; 0.147; 0.111; 0.060; 0.047 hartree/bohr.
Respective energy values: -345.87619; -345.86103; -345.90313; -345.86289; -421.02075; -420.88105; -421.15869; -421.08914; -421.12750; -421.15134; -744.09124 a.u..